15
Properties=species:S:1:pos:R:3 method="wB97M-V/def2-TZVPD" orbital_gap_ha=0.414 multiplicity=1 e_tot_ha=-341.89618 smiles="[H]/N=C(/C#N)CC.O" lumo_ha=0.0176
H -2.431 -0.338 -0.627
N -1.861 0.378 -1.077
C -0.750 0.540 -0.497
C 0.061 1.516 -1.126
N 0.852 2.245 -1.511
C 0.016 -0.062 0.707
C 0.166 0.768 2.003
H 0.933 -0.370 0.385
H -0.337 -0.945 1.135
H -0.549 1.465 2.018
H 1.091 1.225 1.870
H 0.219 0.171 2.880
O 0.558 -2.015 -1.838
H 0.974 -2.898 -1.646
H 1.057 -1.680 -2.673


15
Properties=species:S:1:pos:R:3 method="wB97M-V/def2-TZVPD" orbital_gap_ha=0.333 multiplicity=1 e_tot_ha=-341.88627 smiles="N=C=CN.CC=O" lumo_ha=0.0338
N -0.955 -0.743 1.556
C -1.175 -0.181 0.479
C -1.208 0.650 -0.545
N -1.758 1.952 -0.443
H -1.588 -1.514 1.770
H -0.813 0.353 -1.511
H -2.551 2.084 -1.060
H -2.044 2.155 0.508
C 2.049 -0.482 0.425
C 1.309 -0.911 -0.813
O 0.529 -1.836 -0.847
H 1.344 -0.376 1.258
H 2.594 0.452 0.264
H 2.754 -1.275 0.696
H 1.512 -0.327 -1.737


15
Properties=species:S:1:pos:R:3 method="wB97M-V/def2-TZVPD" orbital_gap_ha=0.322 multiplicity=1 e_tot_ha=-341.88409 smiles="CNCC(O)=C=N" lumo_ha=0.0298
C -0.190 -2.241 0.458
N -0.358 -0.807 0.320
C 0.882 -0.136 -0.145
C 0.485 1.284 -0.419
O 1.462 2.071 -1.001
C -0.767 1.621 -0.216
N -1.779 2.165 0.226
H 0.100 -2.655 -0.508
H -1.137 -2.684 0.761
H 0.577 -2.508 1.200
H -0.672 -0.416 1.206
H 1.669 -0.165 0.631
H 1.245 -0.596 -1.072
H 1.119 2.963 -1.121
H -2.636 2.103 -0.320


15
Properties=species:S:1:pos:R:3 method="wB97M-V/def2-TZVPD" orbital_gap_ha=0.339 multiplicity=1 e_tot_ha=-341.93084 smiles="CC(N)=O.C=C=N" lumo_ha=0.0262
C -0.955 0.438 -0.961
C -1.308 -0.292 0.359
N -2.581 -0.026 0.767
O -0.733 -1.274 0.785
H -1.710 0.211 -1.710
H 0.012 0.120 -1.338
H -0.977 1.513 -0.792
H -2.992 -0.618 1.471
H -3.142 0.694 0.347
C 2.774 0.737 0.419
C 2.341 -0.447 0.062
N 1.986 -1.551 -0.268
H 2.781 1.550 -0.286
H 3.466 0.832 1.239
H 1.040 -1.888 -0.094


no.,HOMO energy (eV)
1,-10.78
2,-8.14
3,-7.96
4,-8.52